An isolated molecule of C20H21ClN2O2S. Source: the Open Molecules 2025 dataset; level of theory: ωB97M-V/def2-TZVPD.

Output
SMILES string = C[C@@H]1CN(C(=O)CCC(=O)NCc2ccc(Cl)cc2)c2ccccc2S1
total charge = 0
energy relative to the best compared isomer or geometry (same formula, charge and spin) = 0.00 kcal per mole
E_HOMO = -8.43 eV
HOMO-LUMO gap = 9.01 eV
E_LUMO = 0.57 eV
largest force on an atom = 0.60 eV/A

Last column: Löwdin charge in e.
Cartesian coordinates (Å):
C1 -0.77072 2.75784 -1.20320  -0.1080
C2 0.56001 3.43296 -0.91289  -0.5707
C3 1.69975 2.43997 -0.72275  -0.1492
N1 1.39400 1.53912 0.37347  0.0012
C4 0.95419 0.28953 0.07586  -0.4251
O1 1.07064 -0.15490 -1.05851  0.0446
C5 0.27130 -0.51226 1.16454  -0.0792
C6 1.04084 -1.80421 1.50473  -0.0783
C7 0.48896 -3.01486 0.75131  -0.5158
O2 0.05552 -3.99329 1.32607  0.0526
N2 0.55289 -2.89008 -0.58578  0.0839
C8 -0.09696 -3.82776 -1.47890  -0.1208
C9 -1.37496 -3.22407 -2.00082  -0.2064
C10 -2.46396 -3.08447 -1.14737  -0.0267
C11 -3.62452 -2.46766 -1.57537  -0.1003
C12 -3.69484 -1.98436 -2.87259  -0.6799
Cl1 -5.14293 -1.20863 -3.41768  0.6614
C13 -2.62158 -2.11328 -3.73800  -0.1050
C14 -1.46451 -2.72940 -3.29426  -0.0337
C15 1.47680 2.12173 1.65283  -0.2190
C16 2.05148 1.42306 2.71274  -0.0211
C17 2.16334 1.99553 3.96412  -0.0740
C18 1.72466 3.29510 4.17021  -0.0827
C19 1.19987 4.01581 3.11849  -0.1120
C20 1.07704 3.44580 1.85346  -0.4525
S1 0.43126 4.48900 0.58829  1.0014
H1 -1.08403 2.14097 -0.36286  0.0785
H2 -0.68291 2.12302 -2.08276  0.0855
H3 -1.53942 3.50526 -1.38266  0.0755
H4 0.81344 4.13052 -1.71473  0.1045
H5 1.81888 1.83333 -1.62375  0.1290
H6 2.63533 2.96558 -0.50970  0.1386
H7 0.12131 0.09197 2.05743  0.1075
H8 -0.71450 -0.78216 0.77187  0.1346
H9 0.95357 -2.01965 2.56989  0.1210
H10 2.09952 -1.69721 1.25803  0.1250
H11 0.81298 -1.98850 -0.98119  0.1023
H12 0.58192 -4.06966 -2.30105  0.1224
H13 -0.30397 -4.72962 -0.89610  0.1262
H14 -2.39643 -3.46460 -0.13853  0.1187
H15 -4.46914 -2.36199 -0.91253  0.1043
H16 -2.69045 -1.73227 -4.74491  0.1032
H17 -0.62363 -2.82562 -3.96509  0.1130
H18 2.42252 0.42514 2.53938  0.1134
H19 2.60377 1.43293 4.77226  0.1052
H20 1.80803 3.75023 5.14468  0.1053
H21 0.87561 5.03608 3.25432  0.1014

Forces on the atoms, in the same order (eV/Å):
C 0.1101 0.0423 -0.1075
C -0.0656 0.1355 0.4233
C 0.1728 0.1235 -0.4773
N 0.1119 0.3773 -0.2044
C -0.2641 -0.1743 0.2693
O 0.0046 -0.1072 -0.1894
C 0.0399 0.0021 0.0295
C -0.1663 -0.1302 0.0762
C 0.4532 0.3555 0.1493
O -0.2504 -0.2827 0.2651
N 0.1243 -0.0269 -0.4628
C -0.0520 -0.0956 0.1173
C 0.0507 -0.0613 -0.1047
C 0.0075 0.0017 -0.0858
C -0.0298 0.0342 -0.0207
C 0.2153 -0.0832 -0.0034
Cl -0.1761 0.0931 -0.0642
C -0.1647 0.0795 -0.0003
C -0.0272 -0.1050 0.1543
C 0.0662 0.1065 0.5626
C 0.0148 0.1297 -0.0095
C -0.0148 -0.0733 0.0157
C -0.0083 0.0163 0.0098
C 0.0290 -0.0836 -0.0804
C -0.0822 -0.1022 -0.2738
S 0.0038 -0.0129 -0.2142
H -0.0497 -0.0172 0.0395
H -0.0308 -0.0811 -0.1180
H -0.0824 0.0005 0.0187
H 0.0563 -0.0667 0.0500
H 0.0158 0.1329 0.1522
H -0.0844 -0.0801 -0.0342
H -0.0540 -0.1043 -0.1121
H 0.0443 0.1127 -0.0137
H 0.0236 -0.0452 -0.1081
H 0.0251 -0.0058 0.0498
H -0.0294 -0.0110 0.1705
H -0.0932 -0.0570 0.0561
H 0.0808 0.0699 -0.1653
H 0.0064 -0.0560 0.1364
H -0.0913 0.0156 0.0336
H -0.0380 0.0452 -0.0808
H 0.1054 -0.0144 -0.0735
H 0.0584 -0.1232 -0.0202
H 0.0407 -0.0558 0.0775
H 0.0133 0.0497 0.0951
H -0.0195 0.1323 0.0725